A structure of composition C46H57BKN8O2PS4 in a non-equilibrium geometry, computed with ωB97M-V/def2-TZVPD.

Properties
* DFT total energy: -134283.36691 eV
* total charge: -2

Structure (XYZ):
```
120
Properties=species:S:1:pos:R:3:forces:R:3
K -0.3562 -1.1881 -0.1815 0.4 1.5 -1.1
C -4.2770 -1.2829 2.7570 0.0 0.0 0.0
C -4.5786 -0.8154 1.3264 -0.1 0.0 0.0
C -3.9281 -1.8183 0.3885 0.0 0.0 -0.3
C -6.0862 -0.7997 1.0609 0.0 0.0 0.0
N -4.0915 0.5946 1.2176 0.1 0.0 -0.1
C -4.5039 1.4930 2.1909 -0.1 -0.1 0.0
C -3.9005 2.6545 1.9424 0.1 0.3 0.0
N -3.1034 2.5205 0.8224 0.0 -0.1 -0.2
B -2.2605 3.7874 0.4581 0.1 0.0 0.1
N -1.9419 3.9373 -1.0590 -0.3 -0.4 0.0
C -2.9728 4.3955 -1.8503 0.0 0.1 0.1
C -2.6095 4.2923 -3.1342 0.0 0.1 0.0
N -1.3277 3.7626 -3.1532 -0.1 -0.2 -0.1
C -0.9316 3.4978 -1.8614 0.2 0.1 0.0
S 0.5471 2.8257 -1.3756 -0.1 -0.1 0.1
C -0.6017 3.4235 -4.3979 0.1 0.1 0.0
C -1.4334 3.8546 -5.6053 0.0 0.0 0.0
C -0.3885 1.9191 -4.4880 0.0 -0.2 0.1
C 0.7283 4.1767 -4.4385 0.0 0.0 0.0
N -0.9483 4.0339 1.2787 0.1 -0.1 -0.1
C -0.1173 5.0376 0.8279 -0.1 0.1 0.0
C 0.9326 5.1355 1.6522 0.0 -0.1 0.0
N 0.7754 4.1566 2.6261 0.2 0.0 0.0
C -0.4319 3.5282 2.4306 -0.1 0.1 0.1
S -1.1964 2.4839 3.5238 0.0 0.0 -0.1
C 1.7397 3.9722 3.7377 -0.1 0.1 0.1
C 1.2331 4.7563 4.9497 0.0 0.0 0.0
C 1.9376 2.4999 4.0935 0.1 -0.1 0.0
C 3.1013 4.5162 3.2923 0.0 0.0 0.0
C -3.2827 1.2498 0.3173 -0.1 0.1 0.4
S -2.7955 0.6376 -1.1957 0.2 0.5 0.0
H -4.4696 -2.3543 2.8257 0.0 0.0 0.0
H -4.8906 -0.7764 3.5045 0.0 0.0 0.0
H -3.2237 -1.1181 2.9868 0.0 0.0 0.0
H -4.3474 -2.7998 0.6243 0.0 0.0 0.0
H -2.8568 -1.8873 0.5418 0.0 0.0 0.1
H -4.1222 -1.5916 -0.6541 0.0 0.0 0.0
H -6.4861 -1.8076 1.1852 0.0 0.0 0.0
H -6.2782 -0.4711 0.0380 0.0 0.0 0.0
H -6.6095 -0.1304 1.7472 0.0 0.0 0.0
H -5.1569 1.2123 2.9942 0.0 0.0 0.0
H -3.9241 3.5736 2.4967 0.0 0.0 0.0
H -2.9896 4.7290 0.7173 0.0 0.0 -0.1
H -3.8889 4.7558 -1.4186 0.0 0.0 0.0
H -3.1570 4.5489 -4.0187 0.0 0.0 0.0
H -2.3769 3.3097 -5.6605 0.0 0.0 0.0
H -0.8594 3.6245 -6.5034 0.0 0.0 0.0
H -1.6355 4.9276 -5.5982 0.0 0.0 0.0
H -1.3426 1.3952 -4.4057 0.0 0.0 0.0
H 0.2586 1.5741 -3.6836 0.0 0.0 0.0
H 0.0696 1.6849 -5.4503 0.0 -0.1 0.0
H 0.5501 5.2552 -4.4479 0.0 0.0 0.0
H 1.2725 3.9013 -5.3450 0.0 0.0 0.0
H 1.3315 3.9258 -3.5675 0.0 0.0 0.0
H -0.3383 5.5935 -0.0647 0.0 0.0 0.0
H 1.7910 5.7729 1.5873 0.0 0.0 0.0
H 0.2589 4.3682 5.2487 0.0 0.0 0.0
H 1.1327 5.8164 4.7035 0.0 0.0 0.0
H 1.9312 4.6527 5.7842 0.0 0.0 0.0
H 1.0713 2.0824 4.5929 0.0 0.0 0.0
H 2.8099 2.4200 4.7465 0.0 0.0 0.0
H 2.1227 1.9132 3.1952 0.0 -0.1 -0.1
H 3.1070 5.6038 3.2013 0.0 0.0 0.0
H 3.4005 4.0732 2.3416 0.0 0.0 0.0
H 3.8434 4.2421 4.0423 0.0 0.0 0.0
O -0.1346 -4.1080 2.8291 0.0 0.0 0.0
C -0.8540 -3.6513 1.9236 -0.1 0.0 0.2
O -0.9407 -2.4262 1.5895 -0.2 -1.0 1.3
C -1.7693 -4.6120 1.1934 0.1 0.0 -0.1
C -2.6353 -5.3652 1.9800 0.0 0.0 0.0
C -3.5508 -6.2460 1.4244 0.0 0.0 0.0
C -3.5734 -6.3897 0.0402 0.0 0.0 0.0
C -2.6951 -5.6686 -0.7493 0.0 0.0 0.0
C -1.7628 -4.7591 -0.2105 -0.1 0.0 0.0
S -0.6536 -3.9387 -1.2956 -0.1 -0.4 -0.1
H -2.5790 -5.2454 3.0564 0.0 0.0 0.0
H -4.2242 -6.8163 2.0546 0.0 0.0 0.0
H -4.2759 -7.0741 -0.4258 0.0 0.0 0.0
H -2.6997 -5.7926 -1.8258 0.0 0.0 0.0
N 1.2774 -1.5422 3.0935 0.1 -0.1 0.0
C 2.4135 -0.9738 2.6465 0.0 0.1 0.0
C 3.5973 -0.9925 3.4265 0.0 0.0 0.0
C 4.7047 -0.3210 2.9785 0.0 0.0 0.0
C 4.6554 0.3601 1.7594 0.0 0.0 0.0
C 3.4710 0.2941 1.0517 -0.1 0.1 0.0
N 2.3780 -0.3457 1.4586 -0.1 0.0 0.0
H 1.3441 -2.2964 3.7583 0.0 0.0 0.0
H 0.4921 -1.6991 2.4509 0.0 0.0 0.1
H 3.5995 -1.5259 4.3691 0.0 0.0 0.0
H 5.6136 -0.3170 3.5707 0.0 0.0 0.0
H 5.5051 0.9053 1.3717 0.0 0.0 0.0
H 3.3807 0.7892 0.0870 0.0 0.0 0.0
C 3.4162 -0.7298 -3.0977 0.0 0.1 0.2
P 2.2636 -1.6916 -2.0183 0.2 -0.3 -0.4
C 3.4086 -2.5531 -0.8788 -0.1 0.0 0.1
C 2.8350 -3.4726 0.0076 0.0 0.0 0.0
C 3.6018 -4.0756 0.9897 0.0 0.0 0.0
C 4.9552 -3.7742 1.1020 0.0 0.0 0.0
C 5.5331 -2.8701 0.2249 0.0 0.0 0.0
C 4.7621 -2.2585 -0.7580 0.0 0.0 0.0
C 1.9129 -3.0287 -3.2420 0.0 0.0 0.0
C 0.8229 -2.8613 -4.0908 0.1 -0.1 0.0
C 0.5261 -3.8032 -5.0648 0.0 0.0 0.0
C 1.3099 -4.9390 -5.1930 0.0 0.0 0.0
C 2.3921 -5.1240 -4.3439 0.0 0.0 0.0
C 2.6915 -4.1752 -3.3774 0.0 0.0 0.0
H 3.8347 0.1180 -2.5515 0.0 0.0 0.0
H 2.8197 -0.3342 -3.9207 0.0 0.0 0.0
H 4.2160 -1.3539 -3.5006 0.0 0.0 0.0
H 1.7758 -3.7101 -0.0767 0.0 0.0 0.0
H 3.1255 -4.7583 1.6825 0.0 0.0 0.0
H 5.5533 -4.2304 1.8822 0.0 0.0 0.0
H 6.5845 -2.6213 0.3146 0.0 0.0 0.0
H 5.2237 -1.5312 -1.4148 0.0 0.0 0.0
H 0.1786 -2.0061 -3.9621 -0.1 0.2 0.0
H -0.3453 -3.6683 -5.6940 0.0 0.0 0.0
H 1.0643 -5.6924 -5.9322 0.0 0.0 0.0
H 2.9977 -6.0192 -4.4240 0.0 0.0 0.0
H 3.5292 -4.3359 -2.7094 0.0 0.0 0.0
```
Positions in Å, forces in eV/Å.